This record from the Open Molecules 2025 dataset describes a cluster of 2 separate species, C10H16O in total at a distorted geometry. The level of theory is the ωB97M-V functional and the def2-TZVPD basis.

Summary:
HOMO (spin up / spin down) in Ha: -0.5046 / -0.5047
Relative energy (zero: lowest compared OMol25 entry of this formula, charge and spin) in kcal/mol: 87.88
2S+1: 2
Kohn-Sham gap (spin up / spin down) in eV: 9.5 / 5.9
Total charge: +1
DFT total energy in eV: -12665.3681

Element x y z (Å)
C 2.8206 -0.0043 0.7999
C -0.7078 -1.2628 1.5755
C 0.7125 -1.1902 1.4391
C -1.4235 -0.0594 1.4543
C 1.3851 -0.0016 1.3147
C -0.8092 1.2734 1.3660
C 0.6735 1.2631 1.3444
O -2.7783 -0.0770 1.6547
H -1.2649 -2.1935 1.6223
H 1.2444 -2.1725 1.8402
H -3.0640 -0.8186 0.8833
H -1.2538 2.1900 1.4965
H 3.2926 -0.9242 0.6281
H 3.1888 0.8419 1.3545
H 1.0849 2.2058 1.4123
H 2.4814 0.2275 -0.3328
C 0.4586 -0.4104 -2.8810
C 0.6173 1.0244 -2.5910
C -0.9735 -0.4962 -3.4760
H 1.0708 -0.9413 -3.5668
H 0.6769 -0.9444 -1.9347
H -0.2281 1.3706 -1.9893
H -1.6108 -0.6922 -2.7628
H -1.2685 0.2231 -4.1434
H 0.6817 1.5544 -3.5626
H 1.5782 1.2341 -2.0482
H -0.9044 -1.3608 -4.2101

Atomic forces in eV per Å
-4.16 1.92 -1.76
2.76 0.46 -1.53
-2.86 -4.31 3.02
-1.53 2.59 0.96
1.30 1.20 -1.48
6.12 -4.08 0.52
-5.74 -2.34 0.31
0.66 -2.82 -4.25
0.27 0.04 0.35
-0.71 2.18 -1.68
0.29 2.50 3.37
-1.59 1.66 -0.03
0.93 -1.21 0.90
1.55 0.16 -0.61
1.49 1.64 -0.19
1.23 0.39 2.04
-1.62 -0.43 0.52
2.37 1.50 -0.31
4.70 -3.87 -3.01
1.28 0.48 -0.78
-1.00 -0.30 -0.23
0.15 0.18 -0.17
-3.85 -0.89 3.46
-0.39 2.60 -0.97
-0.24 0.21 0.76
-0.74 0.15 -0.32
-0.66 0.39 1.12